Run a
18
Properties=species:S:1:pos:R:3 method="wB97M-V/def2-TZVPD" homo_ha=-0.521 smiles=C[NH+](C)[C@@H]1[C@H]2CN21 charge=+1 lumo_ev=-2.82 orbital_gap_ha=0.41707
C 1.4452 1.3064 -0.1021
N 0.7735 -0.0687 -0.2962
C 1.7358 -1.0804 0.0306
C -0.4697 -0.1498 0.3874
C -1.8724 -0.7977 -0.3705
C -2.6675 0.2584 0.2795
N -1.4268 0.6167 -0.3533
H 2.1630 1.2431 0.6385
H 1.9274 1.7529 -0.9616
H 0.7848 2.1250 0.2341
H 0.3507 -0.2024 -1.1642
H 1.8045 -1.2480 1.0999
H 1.3317 -2.0035 -0.2031
H 2.5527 -1.0513 -0.6262
H -0.3827 -0.1480 1.4191
H -1.8803 -1.4823 -1.2563
H -3.6330 0.5426 -0.0653
H -2.5371 0.3871 1.3097


Run b
18
Properties=species:S:1:pos:R:3 method="wB97M-V/def2-TZVPD" homo_ha=-0.445 charge=+1 lumo_ev=-3.94 orbital_gap_ha=0.30051
C 2.1989 -1.0387 -0.4096
C 2.0858 0.0947 -1.0117
C -1.7402 0.9802 -0.7248
C 1.2284 0.5112 1.3104
C -1.4325 -0.4431 -0.6024
N -1.8234 -1.1539 0.4100
N 1.0871 -0.1843 0.0357
H 2.6486 -1.9620 -0.1486
H 2.3674 0.8818 -1.6618
H -2.5422 1.0993 -1.4591
H -0.8890 1.5286 -1.1199
H -2.0637 1.4192 0.2165
H 0.6420 1.4293 1.2763
H 0.8438 -0.1278 2.1050
H 2.2660 0.7677 1.5397
H -0.9768 -0.9494 -1.4441
H -1.6405 -2.1463 0.4786
H -2.2597 -0.7065 1.2098


Run c
18
Properties=species:S:1:pos:R:3 method="wB97M-V/def2-TZVPD" homo_ha=-0.505 charge=+1 lumo_ev=-4.65 orbital_gap_ha=0.33384
C 2.3493 -0.5890 0.3004
C 1.2363 -1.2295 0.0678
C -0.9828 -0.0566 -0.6473
C -0.1345 1.1136 1.4337
C -0.5875 -0.0471 0.7082
N -1.7118 -1.1369 -1.1820
N -0.6627 0.9622 -1.5028
H 3.3168 -0.8144 0.1162
H 2.2864 0.4781 0.8878
H 0.6997 -2.1458 -0.1461
H 0.8143 1.5700 0.8878
H 0.2623 0.7631 2.3565
H -0.8017 1.9206 1.5277
H -0.9531 -0.8323 1.2621
H -2.1699 -1.6221 -0.4647
H -2.4625 -0.7060 -1.8395
H -0.0777 1.7826 -1.2873
H -0.4208 0.5894 -2.4785


Which of them is the most stable? Correct choice: run c.


Run a
34
Properties=species:S:1:pos:R:3 method="wB97M-V/def2-TZVPD" homo_ha=-0.461 charge=+1 lumo_ev=-6.51 orbital_gap_ha=0.22145
Au -0.7065 0.3867 -0.7262
C 3.3380 0.1399 0.3971
C 1.8541 0.2931 0.7426
O 1.2380 0.3406 -0.5387
C 1.3983 -0.9229 1.5734
F 0.0881 -0.8479 1.9068
F 1.5556 -2.0542 0.8800
F 2.0897 -1.0291 2.6989
C 1.6507 1.6103 1.5183
F 0.3543 1.8183 1.8256
F 2.0552 2.6321 0.7684
F 2.3381 1.6197 2.6530
H 3.5024 -0.8166 -0.0912
H 3.9390 0.1845 1.3055
H 3.6305 0.9482 -0.2666
N -0.9715 2.2935 -0.8700
C -0.5124 3.3202 -0.4404
N -0.0463 4.4132 -0.1728
C -0.2396 5.2034 0.8763
N -0.4112 5.8932 1.7810
Cl -3.9675 1.5677 -2.4516
C -4.4972 0.4431 -1.2454
Cl -3.2327 0.2281 0.0559
H -4.6536 -0.5385 -1.6736
H -5.3650 0.8072 -0.7088
I 1.0415 -5.2069 -2.4721
C 0.0157 -3.6910 -1.5526
C -1.0092 -3.7968 -0.6332
N -1.3803 -2.5558 -0.2936
N -0.6469 -1.6437 -0.9541
C 0.2137 -2.3213 -1.7132
H -1.4950 -4.6584 -0.2057
H -2.1009 -2.2640 0.3474
H 0.9330 -1.7958 -2.3205


Run b
34
Properties=species:S:1:pos:R:3 method="wB97M-V/def2-TZVPD" homo_ha="-0.444 / -0.444" charge=+1 lumo_ev="-7.55 / -7.50" orbital_gap_ha="0.16684 / 0.16873"
Au 0.3130 0.5900 0.3870
C 2.1924 -0.0529 -3.4557
C 2.0791 0.2591 -1.9602
O 0.7512 0.2040 -1.5968
C 2.9303 -0.7930 -1.1890
F 2.9942 -0.5174 0.1384
F 2.3588 -1.9950 -1.3069
F 4.1796 -0.8688 -1.6369
C 2.6385 1.6907 -1.7149
F 2.4784 2.0630 -0.4041
F 1.9452 2.5776 -2.4358
F 3.9268 1.8187 -2.0063
H 1.8862 -1.0819 -3.6301
H 3.2197 0.0895 -3.7840
H 1.5311 0.6115 -4.0066
N -0.1478 -1.2476 1.0847
C -0.6615 -2.2289 0.6087
N -1.2169 -3.2128 0.1717
C -1.3575 -4.5053 0.2560
N -1.4817 -5.6512 0.3300
Cl -0.6767 2.8311 -0.5513
C -2.3524 2.5642 0.0095
Cl -2.3541 1.3652 1.3072
H -2.9337 2.1852 -0.8222
H -2.7366 3.5029 0.3897
I 4.1330 2.1909 5.2370
C 2.6481 1.3400 4.0706
C 1.9106 0.2103 4.3764
N 1.0513 0.0240 3.3668
N 1.1866 0.9676 2.4310
C 2.1572 1.7775 2.8348
H 1.9611 -0.4442 5.2298
H 0.3901 -0.7226 3.2166
H 2.4702 2.6231 2.2451


Which of them is the most stable? Correct choice: run a.


Run a
6
Properties=species:S:1:pos:R:3 method="wB97M-V/def2-TZVPD" homo_ha="-0.351 / -0.324" charge=0 lumo_ev="-1.24 / -2.02" orbital_gap_ha="0.30565 / 0.25015"
C 1.0164 2.7017 0.0947
S 1.0261 -0.1511 -0.2016
Cl -0.5053 2.7756 0.9462
Cl 0.9232 3.1713 -1.5376
Br 2.5283 2.9227 1.1942
H 1.1138 -0.2146 -1.6997


Run b
6
Properties=species:S:1:pos:R:3 method="wB97M-V/def2-TZVPD" homo_ha="-0.318 / -0.301" charge=0 lumo_ev="-2.18 / -2.55" orbital_gap_ha="0.23759 / 0.20701"
C -0.0240 -0.6364 -0.1111
S -1.1149 0.3159 -0.9816
Cl 1.1373 -1.6798 -0.8239
Cl -0.0888 -0.7263 1.6148
Br 1.6378 1.7470 0.1490
H -1.5474 0.9795 0.1529


Run c
6
Properties=species:S:1:pos:R:3 method="wB97M-V/def2-TZVPD" homo_ha="-0.330 / -0.323" charge=0 lumo_ev="-2.53 / -2.63" orbital_gap_ha="0.23654 / 0.22676"
C 0.5853 -0.2903 -0.0279
S -0.6506 -0.6710 -1.1678
Cl -0.8439 2.1361 0.4231
Cl 2.1087 0.1237 -0.6232
Br 0.4741 -0.8800 1.7332
H -1.6736 -0.4185 -0.3374


Which of them is the most stable? Correct choice: run b.


Run a
12
Properties=species:S:1:pos:R:3 method="wB97M-V/def2-TZVPD" homo_ha=-0.352 charge=0 lumo_ev=-1.49 orbital_gap_ha=0.29751
C -1.1198 0.5081 0.7267
C -1.0509 -0.8155 0.0593
C -0.4047 -0.7253 1.2000
O 1.9591 -1.1215 -0.9227
S 1.9422 1.4367 0.3187
S 1.9771 -0.4803 0.3762
H -0.5247 1.3402 0.3512
H -2.0462 0.8234 1.1914
H -1.2948 -1.3625 -0.8195
H 0.4061 1.1682 -2.1915
H -0.0257 -1.2110 2.0665
H 0.1824 0.4394 -2.3563


Run b
12
Properties=species:S:1:pos:R:3 method="wB97M-V/def2-TZVPD" homo_ha=-0.327 smiles="CSC(=S)CO" charge=0 lumo_ev=-0.50 orbital_gap_ha=0.30894
C 0.1038 1.2716 1.9931
S -0.6356 1.2160 0.3560
C -0.2618 -0.3467 -0.3908
S -0.6289 -0.4468 -1.9971
C 0.4569 -1.3980 0.4912
O 1.8486 -1.0925 0.6563
H -0.3455 0.7770 2.9131
H 1.1774 0.9988 2.1059
H 0.0599 2.3634 2.2133
H 0.4209 -2.2599 -0.1742
H 0.1145 -1.5475 1.5672
H 2.2224 -1.0603 -0.1796


Which of them is the most stable? Correct choice: run b.


Run a
12
Properties=species:S:1:pos:R:3 method="wB97M-V/def2-TZVPD" homo_ha=-0.335 charge=0 lumo_ev=-4.24 orbital_gap_ha=0.17869
C -0.5645 0.7620 -1.2240
C 0.4951 0.8981 -2.2587
O 0.3324 0.7182 -3.4384
C -0.2339 -0.1828 -0.0641
S -1.6715 -0.7234 0.9241
S 1.6343 -0.3159 2.1837
H -0.7113 1.7014 -0.7315
H -1.5289 0.5676 -1.7730
H 1.5332 1.1258 -1.9451
H -0.0543 -1.2069 -0.4195
H 0.7377 0.2026 0.3990
H 0.3320 -0.2203 2.3815


Run b
12
Properties=species:S:1:pos:R:3 method="wB97M-V/def2-TZVPD" homo_ha=-0.345 smiles="CC(=O)C(S)S" charge=0 lumo_ev=0.39 orbital_gap_ha=0.35983
C -1.3524 -0.1558 0.7120
C -0.6889 -0.3686 -0.6175
O -1.3739 -0.6341 -1.5727
C 0.8356 -0.1471 -0.6655
S 1.1833 1.6163 -0.1281
S 1.6267 -1.3768 0.4884
H -1.4180 -1.1280 1.3470
H -2.3395 0.4266 0.7302
H -0.7679 0.4402 1.2806
H 1.1910 -0.4481 -1.5925
H 1.0214 2.1601 -1.3643
H 2.0825 -0.3846 1.3823


Which of them is the most stable? Correct choice: run b.


Run a
12
Properties=species:S:1:pos:R:3 method="wB97M-V/def2-TZVPD" homo_ha=-0.321 smiles="COC(=S)SC" charge=0 lumo_ev=0.57 orbital_gap_ha=0.34188
C 0.6327 2.3841 -0.3504
O 0.8704 1.3148 0.5157
C 0.2933 0.1126 0.3715
S 0.6644 -1.0655 1.3965
S -0.7105 -0.0236 -1.0869
C -1.4389 -1.6731 -0.8723
H -0.4690 2.5038 -0.4481
H 1.0305 3.2672 0.1677
H 1.1615 2.2421 -1.3172
H -0.7149 -2.5331 -0.9010
H -2.2158 -1.8260 -1.6241
H -1.9421 -1.6874 0.1506


Run b
12
Properties=species:S:1:pos:R:3 method="wB97M-V/def2-TZVPD" homo_ha=-0.329 charge=0 lumo_ev=0.11 orbital_gap_ha=0.33271
C 3.4482 0.1964 -0.1098
C 0.6879 0.9177 0.1206
C -1.6614 0.5221 -0.0410
H 3.5256 0.7209 0.8253
H 3.4775 1.0304 -0.7593
H 4.2149 -0.6644 -0.2231
H 0.9555 1.5610 -0.9251
H 0.9209 1.5359 1.0418
H -1.7773 1.7152 -0.5013
O -0.4251 0.0185 0.1953
S 1.6559 -0.7208 -0.0112
S -3.0787 -0.2707 -0.0412


Run c
12
Properties=species:S:1:pos:R:3 method="wB97M-V/def2-TZVPD" homo_ha=-0.334 charge=0 lumo_ev=0.69 orbital_gap_ha=0.35931
C -1.2943 0.2583 0.0521
C -0.0367 -0.3277 0.5824
C 1.6400 -0.0344 -0.6267
O -0.6071 0.7708 1.1540
S -1.5453 1.2296 -1.5475
S -0.1193 -1.9319 1.2427
H -2.2517 -0.3709 0.1147
H 1.1996 -0.6698 -1.4137
H 2.4051 -0.4352 0.0942
H 1.5290 0.9729 -0.9845
H -1.7536 2.3130 -0.8200
H 0.8342 -1.7744 2.1524


Which of them is the most stable? Correct choice: run a.